Below is a structure of composition C25H71Li2N10O12 at a distorted geometry, with properties calculated with ωB97M-V/def2-TZVPD.

Charge = +1
E_HOMO = -0.36661 Eh

Last column: Mulliken charge in e.
Element x y z (Å)
Li (-27.03616, -5.06785, -6.69517)  0.8459
Li (-28.62509, -4.22357, -9.77374)  0.8609
C (-24.39343, -4.03661, -8.56845)  -0.2308
C (-25.67073, -4.42326, -9.24018)  1.8610
C (-25.59617, -5.92954, -9.61285)  -0.8002
O (-26.80811, -4.01419, -8.54218)  -1.0798
H (-24.07090, -4.50387, -7.63800)  -0.3966
H (-24.27726, -2.97771, -8.33748)  0.1602
H (-23.53596, -4.17590, -9.22681)  0.3106
H (-25.64343, -3.93954, -10.21659)  -0.7321
H (-25.48915, -6.57774, -8.74309)  -0.1883
H (-24.70953, -5.93229, -10.24686)  0.3021
H (-26.41178, -6.24201, -10.26497)  0.1328
C (-24.26873, -4.66919, -13.67156)  0.7848
O (-25.14312, -5.51461, -13.80443)  -0.7146
N (-23.22699, -4.61326, -14.41227)  -0.4031
N (-24.20914, -3.75317, -12.74145)  -0.1871
H (-23.04327, -5.40714, -15.00900)  0.2458
H (-22.61247, -3.82693, -14.25683)  0.1760
H (-24.98481, -3.60680, -12.11136)  0.0574
H (-23.42485, -3.11894, -12.68906)  0.0614
C (-23.46045, 0.04923, -11.93985)  0.7213
O (-22.68602, 0.27086, -12.92533)  -0.7372
N (-23.22947, -0.50453, -10.79177)  -0.1568
N (-24.66239, -0.17657, -12.29611)  -0.2627
H (-24.03809, -0.87727, -10.31501)  0.0006
H (-22.32422, -0.53573, -10.34494)  0.1477
H (-24.96708, 0.01056, -13.24070)  0.1914
H (-25.32307, -0.35313, -11.55285)  0.1674
C (-23.94644, -1.49335, -5.45350)  0.6735
O (-23.82720, -0.38135, -5.92040)  -0.6791
N (-24.99764, -1.83910, -4.75862)  -0.2832
N (-22.98220, -2.40389, -5.42148)  -0.2856
H (-25.15139, -2.66768, -4.20191)  0.1053
H (-25.61094, -1.04246, -4.66201)  0.2005
H (-22.23822, -2.44653, -6.10323)  0.2135
H (-23.17772, -3.32528, -5.05691)  0.0782
C (-28.70881, -2.67994, -5.90346)  0.8050
O (-28.41563, -3.83199, -5.59254)  -0.7205
N (-27.97647, -1.94753, -6.66091)  -0.1894
N (-29.74240, -2.04132, -5.40079)  -0.4421
H (-27.16195, -2.39553, -7.05583)  -0.1131
H (-28.22674, -1.00336, -6.91786)  0.1965
H (-30.28023, -2.70603, -4.86319)  0.2753
H (-29.83778, -1.05327, -5.58719)  0.1614
C (-20.70295, -5.38554, -10.97602)  -1.7363
C (-19.61607, -4.84617, -9.99493)  2.3850
C (-19.04227, -6.20222, -9.52435)  -0.6824
C (-17.72470, -6.15750, -8.72221)  -1.0665
C (-16.70189, -5.18750, -9.49437)  -1.3835
C (-17.25102, -3.85309, -10.03215)  1.0021
N (-18.56276, -4.09342, -10.74852)  0.2107
O (-19.09678, -2.92541, -11.41935)  -0.4384
C (-17.38136, -2.85019, -8.84258)  -1.3643
C (-16.11610, -3.33985, -10.88055)  -1.6113
C (-20.24457, -4.04962, -8.72901)  -1.4764
H (-21.39144, -4.56524, -11.17894)  0.3564
H (-21.22376, -6.26778, -10.60386)  0.0181
H (-20.06927, -5.53697, -11.84988)  0.5918
H (-19.86417, -6.51861, -8.88210)  -0.5766
H (-18.99864, -6.97371, -10.29311)  0.5428
H (-17.35396, -7.16260, -8.52115)  0.5080
H (-18.04865, -5.87323, -7.72103)  0.3995
H (-16.28820, -5.79397, -10.30007)  0.4545
H (-15.95272, -4.89391, -8.75909)  0.4615
H (-17.81659, -3.26631, -7.93400)  0.3467
H (-16.43295, -2.51965, -8.41907)  0.5018
H (-18.04008, -2.00421, -9.03881)  0.2649
H (-16.64242, -2.53005, -11.38584)  0.4293
H (-15.33409, -2.74520, -10.40837)  0.3573
H (-15.61054, -3.95732, -11.62300)  0.3683
H (-20.26056, -3.01006, -9.05637)  0.3865
H (-19.57220, -4.22200, -7.88860)  0.1293
H (-21.22948, -4.49308, -8.58276)  0.0601
H (-18.67754, -2.15369, -11.03167)  0.3922
C (-20.52762, -12.02528, -6.67363)  -1.9433
C (-20.75705, -10.72356, -7.55243)  1.2059
C (-21.07839, -11.31912, -8.90182)  -1.5265
C (-21.61380, -10.32605, -9.86995)  -0.1919
C (-22.84915, -9.73706, -9.35032)  -1.4413
C (-22.80009, -9.13977, -7.97646)  2.3634
N (-21.96843, -9.97790, -7.10653)  0.5262
O (-21.88090, -9.72974, -5.66345)  -0.5029
C (-22.22017, -7.67639, -8.02132)  -1.0194
C (-24.20690, -9.15097, -7.45537)  -1.9203
C (-19.46086, -9.82716, -7.49633)  -1.4824
H (-20.06629, -11.75102, -5.72492)  0.3889
H (-19.78730, -12.71212, -7.08385)  0.4170
H (-21.39517, -12.68403, -6.63510)  0.4439
H (-20.12777, -11.64324, -9.32534)  0.5766
H (-21.69611, -12.21610, -8.85752)  0.3519
H (-21.74183, -10.80039, -10.84294)  0.4650
H (-20.82891, -9.57167, -9.92444)  -0.1892
H (-23.56628, -10.54291, -9.50669)  0.6086
H (-23.12319, -9.02789, -10.13139)  0.2415
H (-21.47471, -7.48988, -7.24827)  0.3617
H (-21.67838, -7.54000, -8.95725)  -0.3689
H (-22.93067, -6.85579, -7.92183)  0.3478
H (-24.58334, -10.15605, -7.26506)  0.4139
H (-24.10705, -8.56557, -6.54134)  0.5290
H (-24.94575, -8.63630, -8.06962)  0.1755
H (-18.53336, -10.29448, -7.82718)  0.4118
H (-19.52421, -9.56277, -6.44078)  0.4507
H (-19.64635, -8.87725, -7.99769)  0.1607
H (-22.49887, -10.39498, -5.35173)  0.3362
O (-25.62523, -5.06967, -5.26367)  -0.4242
H (-25.70088, -4.54509, -4.46660)  0.1613
H (-24.69245, -5.27452, -5.32853)  0.2232
O (-28.43071, -5.20067, -11.52398)  -0.6009
H (-29.13723, -5.17790, -12.16938)  0.2918
H (-27.65445, -5.44783, -12.02653)  0.2744
O (-22.53461, -5.53663, -5.29228)  -0.5955
H (-22.70729, -6.33203, -5.79601)  0.2931
H (-21.82989, -5.78079, -4.69229)  0.2708
O (-26.74456, -8.16644, -12.45881)  -0.6022
H (-26.63478, -8.74287, -11.70256)  0.2880
H (-25.85354, -7.90960, -12.69616)  0.3055
O (-26.41443, -0.92888, -9.72175)  -0.6332
H (-27.20328, -0.51532, -10.07236)  0.2621
H (-26.67847, -1.82983, -9.53518)  0.3300

Atoms 1-6, force components in eV/Å:
-0.02 1.06 -0.01
1.28 -0.33 0.20
1.82 1.02 0.29
-0.37 -0.92 -0.05
0.09 1.21 -0.33
-1.46 -0.48 0.27

---

Below is a cluster of 11 separate species, C25H71N6O11 in total at a distorted geometry, with properties calculated with ωB97M-V/def2-TZVPD.

Charge = -1
E_HOMO = -0.22235 Eh

Last column: Mulliken charge in e.
Element x y z (Å)
C (19.98745, 1.58271, 31.60961)  -1.6413
C (19.48633, 2.46437, 30.46644)  1.2782
C (20.17193, 2.04183, 29.19133)  -0.8988
O (18.09924, 2.49741, 30.37816)  0.6923
H (19.48937, 0.62872, 31.43667)  0.3026
H (19.71554, 2.05357, 32.55431)  0.1805
H (21.07176, 1.48227, 31.65724)  0.2603
H (19.85425, 3.46080, 30.71109)  -0.2877
H (19.69357, 2.51789, 28.33538)  -0.3530
H (20.23976, 0.95420, 29.16781)  -0.0549
H (21.15926, 2.48511, 29.32090)  0.4254
C (17.09646, -1.96328, 30.55441)  0.5447
O (16.63093, -3.04495, 30.68239)  -0.7106
N (17.80105, -1.69649, 29.48376)  -0.1078
N (17.19959, -1.03020, 31.45004)  -0.2494
H (17.87911, -2.35639, 28.72315)  0.1484
H (18.32870, -0.83744, 29.42284)  -0.0634
H (17.55939, -0.11669, 31.21308)  0.1703
H (16.80461, -1.17604, 32.36809)  0.1839
C (19.37920, 0.25301, 25.33442)  0.3941
O (20.10824, -0.09890, 24.38366)  -0.8558
N (19.26782, -0.41210, 26.45264)  0.1380
N (18.65465, 1.32283, 25.46180)  0.0597
H (19.56035, -1.36743, 26.60054)  0.2564
H (18.78612, 0.08344, 27.18919)  -0.1391
H (18.12711, 1.54428, 26.29412)  0.0832
H (18.54785, 1.82535, 24.59222)  0.2269
C (15.55950, 3.11475, 33.08849)  0.3601
O (14.77370, 3.34349, 34.03610)  -0.8138
N (16.63580, 3.82931, 32.73245)  0.1648
N (15.44860, 2.17241, 32.21273)  -0.1294
H (17.21820, 3.48925, 31.98061)  0.0207
H (16.92159, 4.52978, 33.40160)  0.0039
H (16.02614, 2.07179, 31.39028)  -0.0942
H (14.67439, 1.56907, 32.45080)  0.1985
C (23.26585, 3.75169, 32.99094)  -0.4709
C (24.68183, 4.13404, 32.53865)  -0.4876
O (24.81513, 3.89944, 31.14159)  -0.4773
H (23.04132, 2.68677, 33.05120)  0.2406
H (22.53702, 4.18240, 32.30436)  0.0769
H (23.09380, 4.19694, 33.97086)  0.3002
H (25.47968, 3.56879, 33.02036)  0.3108
H (24.90347, 5.18974, 32.69511)  0.2790
H (24.20520, 4.49495, 30.70005)  0.2475
C (15.54759, 6.75419, 29.70490)  -1.4211
C (16.65243, 5.87258, 28.99270)  0.1505
O (17.82247, 5.61026, 29.78192)  -0.1213
H (15.81796, 7.80974, 29.73323)  0.3517
H (15.21165, 6.33711, 30.65425)  0.2703
H (14.64125, 6.85144, 29.10725)  0.4337
H (17.01376, 6.25513, 28.03814)  0.3189
H (16.13755, 4.93205, 28.79672)  -0.0934
H (18.01057, 4.67173, 29.85536)  0.0162
C (21.06123, 1.55181, 37.91486)  -1.4936
C (20.73246, 2.75429, 36.99206)  0.4005
C (20.24459, 2.46222, 35.59988)  -0.7431
O (19.64218, 3.29795, 37.63860)  -0.5735
H (21.42674, 1.88572, 38.88594)  0.3706
H (21.93406, 1.02343, 37.53134)  0.3847
H (20.20089, 0.88259, 37.92272)  0.3464
H (21.61145, 3.39280, 37.08026)  0.2485
H (20.76006, 1.55450, 35.28612)  0.3240
H (20.63525, 3.19906, 34.89807)  0.0400
H (19.18408, 2.36300, 35.36840)  0.3933
H (19.55395, 4.19191, 37.29999)  0.3037
C (22.35577, 0.28414, 27.33087)  -1.1988
C (22.33514, 1.58628, 26.57612)  1.3692
C (23.36513, 2.68534, 26.98009)  -1.1179
O (22.55047, 1.22535, 25.21142)  -0.7138
H (21.70878, -0.53825, 27.02563)  0.2619
H (22.13938, 0.43037, 28.38912)  0.2030
H (23.34065, -0.17629, 27.25267)  0.4481
H (21.33205, 2.01113, 26.53866)  -0.2790
H (23.49460, 3.47268, 26.23751)  0.2800
H (24.31950, 2.17114, 27.09356)  0.3476
H (22.92395, 3.22058, 27.82091)  0.1237
H (21.84683, 0.63500, 24.93216)  0.4215
C (19.73685, 5.41983, 26.90839)  -0.7716
C (20.82530, 6.00997, 27.76060)  1.2183
C (22.01709, 6.47421, 26.94181)  -1.5938
O (20.16504, 7.03880, 28.48855)  -0.6846
H (19.09676, 4.80666, 27.54274)  -0.1499
H (20.08213, 4.63139, 26.23962)  0.3251
H (19.11748, 6.13438, 26.36626)  0.3475
H (21.10843, 5.34342, 28.57524)  -0.1586
H (22.86513, 6.82927, 27.52736)  0.4049
H (21.74693, 7.44795, 26.53321)  0.4133
H (22.46371, 5.76172, 26.24828)  0.3034
H (19.56508, 6.55471, 29.06065)  0.2622
C (19.51668, 5.92508, 33.37640)  -0.4401
C (19.17000, 7.39335, 33.59259)  0.3863
C (17.71033, 7.61613, 33.95657)  -1.2233
O (20.10015, 7.85513, 34.60817)  -0.5716
H (19.10179, 5.27565, 34.14725)  0.1287
H (20.59892, 5.80723, 33.32180)  0.1794
H (19.13518, 5.51469, 32.44145)  -0.0159
H (19.49674, 7.89104, 32.67956)  0.2716
H (17.50017, 7.00528, 34.83452)  0.3178
H (16.98962, 7.47349, 33.15138)  0.1839
H (17.64638, 8.67781, 34.19504)  0.4374
H (19.99520, 8.80653, 34.68177)  0.3094
C (14.80413, 1.85084, 28.49373)  -1.3278
C (16.01327, 1.08515, 28.01896)  1.5283
C (15.69728, 0.41510, 26.68588)  -1.6698
O (16.96903, 1.98525, 27.68074)  -0.6408
H (14.50267, 2.65536, 27.82293)  0.3286
H (15.03939, 2.27389, 29.47035)  0.1667
H (13.92888, 1.21647, 28.63374)  0.3908
H (16.45027, 0.40878, 28.75358)  -0.2754
H (14.98237, -0.40746, 26.70557)  0.3905
H (16.54231, -0.10268, 26.23208)  0.3789
H (15.30322, 1.17496, 26.01103)  0.3328
H (17.42949, 2.26971, 28.47362)  -0.2483

Atoms 1-6, force components in eV/Å:
-0.32 0.45 -0.01
-0.72 0.21 0.41
0.19 0.71 0.63
-0.40 -0.16 -0.27
0.25 -0.30 0.53
-0.41 -0.35 0.16